# 1
The following is a DFT calculation (ωB97M-V/def2-TZVPD) of a cluster of 26 separate species, C16H82BN2O29 in total in a non-equilibrium geometry.

Its orbital gap (alpha / beta) is 7.61 / 8.77 eV. As for the total energy: -80955.7198 eV. For the HOMO energy (alpha / beta), the calculation gives -0.301 / -0.344 Eh. Its expectation value of S² is 0.754. The LUMO energy (alpha / beta) comes out at -0.59 / -0.59 eV.

ORCA input file:
```
! RIJCOSX wB97M-V def2-TZVPD def2/J DEFGRID3
* xyz 0 2
C -3.9866 -1.6032 2.2904
C -4.0705 -3.0741 2.0950
O -4.6322 -3.7757 2.8646
O -3.4193 -3.5940 1.0191
C -2.0757 -3.7798 1.4898
C -1.0612 -4.0156 0.3436
C -1.6346 -3.9670 -1.0561
C -2.0540 -2.6386 -1.7238
C -1.8278 -1.3104 -1.0514
C -0.6671 -0.3263 -1.4377
B -1.3373 0.9150 -2.1393
N -2.1087 1.8913 -1.3333
O -1.2653 1.1484 -3.4995
C -0.0278 0.2282 -0.1400
C 1.1495 -0.5323 0.4458
C 0.7889 -0.9772 1.8893
C 2.3086 0.4319 0.6089
N 1.5025 -1.7564 -0.2858
O 2.4638 -2.3628 0.2722
C 1.5794 -1.6515 -1.7573
C 2.9124 -1.0838 -2.2314
C 1.5248 -3.0855 -2.3238
C 0.4399 -0.8147 -2.3751
H -4.2281 -1.3505 3.2973
H -4.6368 -1.1208 1.5839
H -2.9880 -1.2643 2.1129
H -1.9956 -4.5243 2.2546
H -1.7962 -2.8509 1.9696
H -0.6831 -5.0041 0.4971
H -0.2572 -3.3382 0.5365
H -0.9207 -4.4811 -1.6646
H -2.4916 -4.6017 -1.0528
H -1.6759 -2.6815 -2.7234
H -3.1081 -2.7008 -1.8578
H -2.7495 -0.7769 -1.2409
H -1.7930 -1.3731 0.0122
H -2.7360 1.3736 -0.7319
H -1.4718 2.4164 -0.7455
H -0.9039 2.0326 -3.5895
H -0.8214 0.3673 0.5665
H 0.3348 1.2184 -0.3676
H 1.4913 -0.5764 2.5831
H -0.1742 -0.6292 2.2016
H 0.8388 -2.0428 2.0012
H 1.9246 1.2178 1.2334
H 2.6024 0.8953 -0.3129
H 3.1191 -0.0292 1.1408
H 3.0170 -1.3872 -3.2538
H 3.7386 -1.5085 -1.6936
H 2.9353 -0.0132 -2.2348
H 2.3998 -3.3281 -2.8913
H 0.6649 -3.2360 -2.9485
H 1.4555 -3.7948 -1.5294
H 0.0718 -1.3050 -3.2466
H 0.9054 0.0750 -2.7613
O -2.2315 4.4674 -3.9485
H -2.2222 3.6911 -3.3729
H -2.9674 4.9816 -3.6056
O -4.3751 1.6309 -4.0381
H -3.7555 1.7014 -3.2931
H -3.9226 1.0463 -4.6537
O 4.4049 2.0084 -1.6322
H 4.6256 2.4825 -2.4393
H 5.1220 2.2245 -1.0203
O -0.6601 4.3980 -0.5366
H -0.7285 4.8060 -1.4088
H -0.9994 5.0688 0.0627
O -2.2573 0.7772 3.5475
H -3.0517 0.8297 4.0914
H -1.6393 1.3887 3.9694
O -3.0917 6.5672 -1.6209
H -3.1556 6.9737 -2.4926
H -3.4337 7.2406 -1.0195
O -3.3932 -6.6776 -0.9799
H -3.4081 -7.4842 -0.4563
H -3.9763 -6.0746 -0.5035
O -0.5846 7.6765 -0.5316
H -0.8193 8.4018 -1.1194
H -1.2253 6.9867 -0.7491
O -4.4592 2.1750 3.2308
H -3.6527 2.2496 2.7114
H -4.9909 2.9338 2.9816
O 3.0763 -5.1878 -0.0733
H 4.0276 -5.3043 -0.1732
H 2.9903 -4.2934 0.2883
O 5.3167 4.6874 -2.2512
H 4.4387 4.5815 -1.8664
H 5.6832 5.4514 -1.7955
O -2.7797 4.3340 2.2554
H -2.2192 4.1942 1.4876
H -2.3067 4.9934 2.7678
O -0.8374 8.9758 1.9200
H -0.2039 9.0187 2.6417
H -0.4091 8.4050 1.2665
O 4.3525 -8.0627 -0.0375
H 4.2688 -8.7711 0.6077
H 3.5797 -7.5050 0.1192
O 1.9446 7.7842 1.1769
H 1.5263 7.8056 0.3061
H 2.7545 8.2906 1.0638
O -6.6398 0.4445 -1.8323
H -5.7874 0.7205 -2.1893
H -7.2673 1.0086 -2.2942
O 0.2658 -0.6690 4.7443
H 0.2590 -1.4755 5.2700
H -0.4531 -0.1439 5.1096
O -0.2530 -6.2140 2.5351
H -0.0712 -7.1404 2.3507
H 0.4661 -5.9540 3.1229
O 2.3671 -4.5549 3.2450
H 2.1398 -4.6479 2.3129
H 3.1978 -4.0630 3.2409
O -0.2494 4.0036 3.4403
H -0.5686 3.2201 3.8992
H -0.3441 4.7123 4.0852
O 7.1847 -7.0729 0.7630
H 7.6181 -7.9210 0.8887
H 6.3722 -7.2857 0.2853
O 4.8653 2.6654 0.9246
H 4.8508 1.8795 1.4808
H 4.1613 3.2177 1.2782
O 6.7107 6.0206 -4.8075
H 6.3295 5.2724 -4.3337
H 6.6137 6.7583 -4.2001
O -3.9859 -2.8349 -4.1475
H -4.1914 -2.0897 -4.7201
H -4.7168 -3.4465 -4.2822
O 4.1904 -2.0811 4.2544
H 3.5378 -1.4584 4.5898
H 4.5974 -2.4517 5.0438
*
```

---

# 2
The following is a DFT calculation (ωB97M-V/def2-TZVPD) of a cluster of 9 separate species, C30H66F5N3O12PS8 in total in a non-equilibrium geometry.

Its orbital gap is 5.35 eV. As for the total energy: -170752.9037 eV. For the HOMO energy, the calculation gives -0.366 Eh. The LUMO energy comes out at -4.60 eV.

ORCA input file:
```
! RIJCOSX wB97M-V def2-TZVPD def2/J DEFGRID3
* xyz 1 1
C 4.6413 -3.6176 3.6162
C 5.0359 -2.5532 2.4327
C 4.3990 -1.0628 2.7258
N 4.0614 -0.4713 1.3408
C 5.2620 0.0893 0.5760
C 5.8065 1.4808 1.3262
O 5.3390 2.6954 1.0265
C 2.7559 -0.4524 0.8329
N 2.4282 0.0984 -0.5668
N 1.5869 -0.9744 1.6355
C 0.5307 0.0682 1.9036
F 0.2028 -0.0345 3.3732
F 1.0367 1.4810 1.7314
C -0.8291 -0.0496 1.0002
C -0.9882 0.3021 -0.5930
C -2.4393 0.1569 -1.4110
C -3.8062 -0.3203 -0.5878
C -3.6945 -0.6670 1.0170
C -4.9749 -1.1932 1.9543
F -4.6196 -2.6171 2.3105
F -5.0277 -0.4704 3.2700
F -6.2654 -1.2069 1.2276
C -2.2286 -0.5366 1.7771
P 0.9334 -2.5084 1.0141
O -0.2787 -3.0943 1.8973
O 0.5801 -2.5059 -0.7079
O 2.2341 -3.7033 1.2119
H 5.6126 -3.7763 4.2736
H 3.8004 -3.1841 4.3051
H 4.2932 -4.6706 3.2378
H 6.2233 -2.4765 2.4171
H 4.7441 -2.9348 1.3405
H 5.2630 -0.4451 3.2703
H 3.4900 -1.0551 3.4626
H 6.1636 -0.6889 0.6380
H 5.0629 0.2597 -0.5644
H 6.6219 1.3160 2.1767
H 2.5941 1.1424 -0.5334
H 3.0828 -0.3271 -1.2723
H -0.0671 0.6609 -1.2195
H -2.4506 0.4246 -2.5743
H -4.8338 -0.4259 -1.1610
H -2.2008 -0.8016 2.9398
H 1.4195 -2.2933 -1.2343
H 2.0513 -4.0863 2.1194
C 10.0381 3.0766 -0.1378
S 9.1421 1.5467 -0.4969
O 9.4694 0.5665 0.5905
C 10.1226 1.0958 -1.9488
H 9.6177 3.5215 0.7672
H 11.0970 2.8606 0.0233
H 9.9196 3.7731 -0.9711
H 11.1762 1.0037 -1.6745
H 10.0011 1.8579 -2.7222
H 9.7620 0.1364 -2.3275
C 4.9761 0.8764 8.0202
S 3.7744 0.6023 6.6962
O 4.1197 -0.6998 6.0362
C 4.3748 1.9309 5.6251
H 4.8151 0.1250 8.7969
H 5.9918 0.7808 7.6290
H 4.8298 1.8721 8.4455
H 5.4281 1.7693 5.3836
H 4.2483 2.8917 6.1296
H 3.7876 1.9268 4.7037
C -8.7533 1.3476 -2.0755
S -7.7844 -0.0696 -1.5052
O -6.4663 -0.0319 -2.2205
C -8.8052 -1.3267 -2.3119
H -8.2744 2.2625 -1.7185
H -8.7898 1.3605 -3.1674
H -9.7647 1.2865 -1.6668
H -8.8384 -1.1465 -3.3890
H -9.8148 -1.2994 -1.8953
H -8.3629 -2.3076 -2.1225
C -4.0412 -3.7713 -5.4070
S -4.0699 -2.4214 -4.2031
O -2.6616 -2.2056 -3.7337
C -4.9380 -3.3448 -2.9121
H -3.5052 -3.4323 -6.2967
H -3.5285 -4.6385 -4.9841
H -5.0646 -4.0372 -5.6816
H -4.3693 -4.2388 -2.6453
H -5.9318 -3.6248 -3.2693
H -5.0377 -2.7035 -2.0332
C -0.1412 -0.1536 6.6636
S -0.1699 1.1963 7.8675
O 1.2384 1.4120 8.3369
C -1.0380 0.2728 9.1584
H 0.3948 0.1854 5.7739
H 0.3715 -1.0209 7.0865
H -1.1646 -0.4196 6.3890
H -0.4693 -0.6211 9.4253
H -2.0318 -0.0072 8.8012
H -1.1377 0.9141 10.0373
C -9.4112 5.1296 -5.0783
S -10.3073 3.5997 -5.4373
O -9.9800 2.6195 -4.3499
C -9.3268 3.1488 -6.8893
H -9.8316 5.5745 -4.1733
H -8.3523 4.9136 -4.9172
H -9.5298 5.8261 -5.9115
H -8.2732 3.0567 -6.6149
H -9.4482 3.9108 -7.6626
H -9.6873 2.1894 -7.2679
C 10.2789 -0.4835 4.7581
S 10.5524 -1.4625 3.2617
O 9.6297 -2.6438 3.3206
C 12.2048 -2.0397 3.7191
H 9.2768 -0.0505 4.7119
H 10.3571 -1.1215 5.6417
H 11.0173 0.3200 4.8086
H 12.1626 -2.5803 4.6677
H 12.8795 -1.1846 3.8040
H 12.5679 -2.7099 2.9364
C -9.8243 2.9299 -12.3712
S -9.9895 2.1823 -10.7322
O -9.3797 3.1289 -9.7411
C -8.7982 0.8508 -11.0166
H -10.4598 3.8177 -12.4140
H -8.7855 3.2196 -12.5469
H -10.1490 2.2165 -13.1322
H -7.8236 1.2705 -11.2771
H -9.1569 0.2062 -11.8224
H -8.7063 0.2647 -10.0991
*
```

---

# 3
The following is a DFT calculation (ωB97M-V/def2-TZVPD) of a structure of composition C23H62BeN5O6 in a non-equilibrium geometry.

Its orbital gap is 5.80 eV. As for the total energy: -44980.8465 eV. For the HOMO energy, the calculation gives -0.363 Eh. The LUMO energy comes out at -4.09 eV.

ORCA input file:
```
! RIJCOSX wB97M-V def2-TZVPD def2/J DEFGRID3
* xyz 1 1
Be -17.5116 19.5432 -19.3122
C -16.5568 15.9197 -16.4209
C -16.8071 17.3985 -16.1015
C -15.9726 18.0128 -14.9671
O -16.8565 18.1215 -17.2896
H -17.2680 15.4658 -17.1097
H -16.4869 15.3294 -15.5020
H -15.5680 15.7602 -16.8676
H -17.8531 17.2625 -15.7776
H -16.3653 17.7077 -13.9976
H -16.1378 19.0875 -15.0875
H -14.8888 17.9177 -15.0451
C -14.8277 22.4810 -16.7222
C -16.0769 21.8154 -17.3072
C -16.9896 22.8970 -17.9037
O -18.0912 22.3303 -18.6316
C -19.3564 22.8692 -18.2505
N -15.6787 20.7582 -18.2249
H -14.1976 22.6860 -17.5917
H -14.2534 21.7663 -16.1303
H -15.0028 23.3386 -16.0761
H -16.6096 21.3536 -16.4722
H -16.3605 23.3385 -18.6846
H -17.2142 23.6801 -17.1823
H -20.1605 22.3270 -18.7427
H -19.4368 23.9347 -18.4671
H -19.4545 22.6772 -17.1794
H -15.0227 21.2268 -18.8482
H -15.1182 20.0297 -17.7915
C -20.5087 15.2057 -11.3324
C -19.2566 15.8155 -11.9151
C -18.8364 15.0464 -13.1372
O -18.3964 13.7403 -12.8921
C -17.0186 13.4542 -12.5641
N -19.5088 17.2012 -12.2670
H -21.2279 15.8152 -10.7808
H -20.2509 14.3937 -10.6501
H -21.1969 14.7940 -12.0761
H -18.4898 15.6845 -11.1426
H -18.1573 15.5644 -13.8302
H -19.6612 15.0871 -13.8588
H -17.0800 12.3779 -12.4230
H -16.9078 14.0459 -11.6550
H -16.3085 13.6778 -13.3614
H -19.4956 17.8878 -11.5281
H -18.9257 17.5601 -13.0116
C -20.0422 17.2843 -19.2332
C -20.4428 18.6289 -19.8079
C -20.8397 19.6395 -18.7651
O -19.6549 19.9218 -18.0694
C -19.7293 19.6867 -16.6769
N -19.2847 19.2118 -20.5999
H -20.9695 16.7121 -19.1609
H -19.6134 17.2851 -18.2309
H -19.3576 16.7294 -19.8750
H -21.1596 18.4744 -20.6171
H -21.7105 19.4511 -18.1381
H -21.1004 20.5977 -19.2274
H -20.4618 20.3338 -16.1877
H -18.7794 19.6901 -16.1453
H -20.1066 18.6765 -16.4889
H -19.1716 18.5589 -21.3676
H -19.6481 20.0649 -21.0160
C -16.7091 16.2848 -22.9514
C -17.1182 15.8883 -21.5022
C -16.6446 14.5018 -21.0695
O -17.2856 14.2972 -19.8242
C -16.8360 13.1112 -19.1399
N -16.8242 16.9885 -20.5721
H -15.6232 16.2835 -23.0537
H -17.1219 17.2812 -23.1018
H -17.1232 15.5411 -23.6300
H -18.2108 15.9388 -21.4756
H -15.5534 14.4115 -21.1046
H -16.9940 13.7001 -21.7281
H -17.6816 13.0485 -18.4438
H -15.9640 13.2657 -18.5094
H -17.0621 12.1775 -19.6566
H -15.8752 17.2999 -20.7640
H -16.7849 16.4566 -19.7006
C -13.1769 17.3538 -10.0799
C -11.8846 16.6477 -10.4514
C -12.0272 15.7312 -11.6879
O -12.6485 16.3100 -12.8290
C -13.0055 15.3815 -13.8378
N -10.8003 17.6139 -10.6972
H -13.5851 17.8088 -10.9845
H -13.0755 18.0755 -9.2725
H -13.9092 16.5992 -9.7862
H -11.5947 16.0393 -9.5926
H -12.5446 14.8199 -11.3621
H -11.0604 15.3127 -11.9873
H -13.6251 15.8801 -14.5843
H -13.5184 14.4818 -13.4931
H -12.1912 15.0369 -14.4845
H -10.1107 17.1950 -11.3178
H -11.1798 18.2187 -11.4278
*
```

---

# 4
The following is a DFT calculation (ωB97M-V/def2-TZVPD) of a structure of composition C18H28N3O4PtS.

Its orbital gap (alpha / beta) is 7.99 / 6.35 eV. The value obtained for the energy above the lowest of the compared OMol25 structures with the same formula, charge and spin is 10.35 kcal/mol. As for the total energy: -45845.4921 eV. For the HOMO energy (alpha / beta), the calculation gives -0.541 / -0.541 Eh. Its expectation value of S² is 0.755. The LUMO energy (alpha / beta) comes out at -6.73 / -8.37 eV.

ORCA input file:
```
! RIJCOSX wB97M-V def2-TZVPD def2/J DEFGRID3
* xyz 2 2
Pt 0.0995 -0.2026 -0.9552
C -1.8396 1.9407 -1.1165
N -0.4262 1.7740 -0.6718
C -0.3119 2.2571 0.7298
C 0.4783 2.5447 -1.5784
C 1.8905 2.0433 -1.4017
N 1.9044 0.5599 -1.5954
C 3.0767 -0.0358 -0.9080
C 1.9797 0.2191 -3.0484
H -2.1068 2.9974 -1.0696
H -2.4894 1.3665 -0.4616
H -1.9473 1.5794 -2.1379
H -0.5615 3.3185 0.7543
H 0.6908 2.0981 1.1123
H -1.0092 1.7020 1.3506
H 0.3988 3.6111 -1.3594
H 0.1300 2.3875 -2.5995
H 2.2580 2.2520 -0.3983
H 2.5743 2.5103 -2.1119
H 3.9907 0.3882 -1.3266
H 3.0718 -1.1121 -1.0698
H 3.0156 0.1815 0.1539
H 2.9155 0.6032 -3.4569
H 1.1417 0.6615 -3.5840
H 1.9437 -0.8615 -3.1619
O 0.7755 -0.2985 1.1514
N 0.6917 -1.4329 1.8714
C -0.4931 -2.0314 2.0736
C -0.5764 -3.1271 2.9034
C 0.5671 -3.5986 3.5325
C 1.7774 -2.9594 3.3012
C 1.8186 -1.8713 2.4599
H -1.3377 -1.5864 1.5677
H -1.5406 -3.5885 3.0622
H 0.5168 -4.4468 4.2010
H 2.6912 -3.2921 3.7716
H 2.7090 -1.3045 2.2355
C -3.6017 -7.6159 -1.2700
C -3.0041 -6.2504 -1.4193
C -1.9412 -5.8379 -0.6102
C -1.3860 -4.5827 -0.7504
C -1.9051 -3.7292 -1.7222
C -2.9523 -4.1162 -2.5569
C -3.4953 -5.3738 -2.3893
S -1.2482 -2.1581 -1.9279
O -1.7210 -1.2047 -0.8059
O -1.5213 -1.6259 -3.2216
O 0.2486 -2.1834 -1.5734
H -3.1311 -8.1772 -0.4661
H -3.4895 -8.1814 -2.1961
H -4.6703 -7.5445 -1.0637
H -1.5393 -6.5238 0.1244
H -0.5376 -4.2805 -0.1516
H -3.3218 -3.4439 -3.3189
H -4.3097 -5.6895 -3.0285
*
```

---

# 5
The following is a DFT calculation (ωB97M-V/def2-TZVPD) of the molecule C2H8N2O2 in a non-equilibrium geometry.

Its orbital gap is 10.30 eV. The value obtained for the energy above the lowest of the compared OMol25 structures with the same formula, charge and spin is 128.46 kcal/mol. As for the total energy: -9274.3401 eV. The SMILES is C[C@@H](O)NON. For the HOMO energy, the calculation gives -0.340 Eh. The LUMO energy comes out at 1.05 eV.

ORCA input file:
```
! RIJCOSX wB97M-V def2-TZVPD def2/J DEFGRID3
* xyz 0 1
C 1.4750 1.2059 -0.0464
C 0.7003 -0.0800 -0.3229
O 1.5370 -1.1666 -0.0566
N -0.4035 -0.4291 0.5355
O -1.6338 0.3708 0.1956
N -2.5992 -0.3400 -0.2488
H 2.4021 0.9804 0.5412
H 1.7744 1.8663 -0.8554
H 0.9423 1.8438 0.5486
H 0.2422 -0.2315 -1.4294
H 1.1543 -1.8325 0.4947
H -0.0482 -0.4019 1.4910
H -3.0741 -1.0144 0.3262
H -2.4688 -0.7711 -1.1733
*
```

---

# 6
The following is a DFT calculation (ωB97M-V/def2-TZVPD) of the molecule C16H26N2O3.

Its orbital gap is 9.43 eV. The value obtained for the energy above the lowest of the compared OMol25 structures with the same formula, charge and spin is 9.82 kcal/mol. As for the total energy: -26138.4077 eV. The SMILES is CCCCCCCCCCn1cc(C(C)=O)c(=O)[nH]c1=O. For the HOMO energy, the calculation gives -0.346 Eh. The LUMO energy comes out at 0.00 eV.

ORCA input file:
```
! RIJCOSX wB97M-V def2-TZVPD def2/J DEFGRID3
* xyz 0 1
C 2.7096 -0.0029 2.1295
C 2.0491 -0.6632 0.9255
C 2.2990 -2.1707 0.8782
C 1.7300 -2.8320 -0.3889
C 0.5402 -3.7630 -0.1343
C -0.7152 -3.1173 0.4623
C -1.6862 -2.5069 -0.5519
C -1.1449 -1.2615 -1.2486
C -2.2433 -0.4306 -1.9084
C -1.6648 0.8098 -2.5953
N -0.9064 1.6202 -1.6570
C -1.5314 2.3233 -0.6978
C -0.9057 3.0074 0.2997
C -1.7650 3.7301 1.2730
C -1.0730 4.4634 2.3782
O -2.9720 3.7079 1.1522
C 0.5489 2.9778 0.3550
O 1.2817 3.4775 1.1765
N 1.1071 2.2619 -0.7073
C 0.4849 1.5573 -1.7019
O 1.0864 0.9409 -2.5461
H 2.5071 1.0661 2.1423
H 2.3324 -0.4337 3.0548
H 3.7873 -0.1485 2.1008
H 0.9743 -0.4685 0.9607
H 2.4374 -0.2174 0.0067
H 3.3779 -2.3336 0.9209
H 1.8701 -2.6373 1.7674
H 2.5102 -3.4356 -0.8581
H 1.4587 -2.0581 -1.1052
H 0.2715 -4.2513 -1.0742
H 0.8775 -4.5465 0.5496
H -0.4284 -2.3552 1.1879
H -1.2632 -3.8900 1.0078
H -1.9557 -3.2585 -1.2971
H -2.6004 -2.2351 -0.0163
H -0.4127 -1.5418 -2.0059
H -0.6384 -0.6448 -0.5035
H -2.7649 -1.0271 -2.6581
H -2.9728 -0.1248 -1.1545
H -0.9701 0.5127 -3.3838
H -2.4629 1.4202 -3.0242
H -2.6139 2.3371 -0.7320
H -0.4703 3.7711 2.9617
H -1.8101 4.9474 3.0134
H -0.3914 5.2022 1.9627
H 2.1215 2.2216 -0.7163
*
```

---

Q: What is the formula in the fourth record?
A: C18H28N3O4PtS